No. 1
DFT (ωB97M-V/def2-TZVPD) results for a gas-phase ion, C4H10N3 (charge +1) in a non-equilibrium geometry.

Summary:
* charge: +1
* spin multiplicity: 3
* gap between HOMO and LUMO (alpha / beta): 0.22032 / 0.28879 hartree
* energy: -322.18964 Eh
* E_HOMO (alpha / beta): -9.2 / -15.1 eV
* ΔE to the lowest compared entry with this formula, charge and spin: 3.205 eV

Element x y z (Å)
C1 -1.04 0.33 0.31
C2 0.75 -1.21 0.32
C3 0.45 0.30 0.42
C4 1.06 1.06 -0.80
N1 -1.48 -0.75 -0.29
N2 -1.65 1.38 0.77
N3 -0.48 -1.62 -0.59
H1 1.79 -1.41 -0.15
H2 0.70 -1.90 1.25
H3 0.83 0.72 1.39
H4 2.10 1.28 -0.59
H5 0.72 2.15 -0.97
H6 0.96 0.62 -1.76
H7 -1.26 1.95 1.53
H8 -2.60 1.42 0.80
H9 -0.12 -1.85 -1.50
H10 -0.70 -2.46 -0.14

No. 2
DFT (ωB97M-V/def2-TZVPD) results for a molecular structure, C19H44AlN3O2P2 in a non-equilibrium geometry.

Summary:
* charge: +2
* gap between HOMO and LUMO: 0.28566 hartree
* energy: -1989.83421 Eh
* E_HOMO: -13.9 eV

Element x y z (Å)
Al1 -0.03 -0.03 -0.02
P1 -0.66 2.05 1.02
P2 1.08 -1.85 -1.15
N1 1.12 1.06 -1.08
C1 0.43 3.17 0.06
H1 -0.11 4.10 -0.19
H2 1.28 3.44 0.71
C2 0.95 2.50 -1.21
H3 0.31 2.79 -2.08
H4 1.95 2.94 -1.44
C3 1.83 0.58 -2.26
H5 2.75 1.21 -2.38
H6 1.25 0.74 -3.21
C4 2.26 -0.88 -2.16
H7 3.25 -0.94 -1.68
H8 2.35 -1.32 -3.17
C5 0.09 -2.75 -2.43
C6 -1.20 -3.28 -1.82
H9 -1.80 -3.76 -2.61
H10 -1.81 -2.47 -1.40
H11 -1.02 -4.04 -1.04
C7 2.07 -3.02 -0.12
C8 1.20 -4.06 0.60
H12 1.83 -4.59 1.33
H13 0.80 -4.81 -0.08
H14 0.37 -3.61 1.16
C9 -0.31 2.35 2.81
C10 -1.36 1.74 3.74
H15 -0.99 1.79 4.77
H16 -1.55 0.68 3.53
H17 -2.31 2.28 3.71
C11 -2.34 2.66 0.58
C12 -3.41 1.63 0.97
H18 -4.39 2.00 0.64
H19 -3.46 1.47 2.05
H20 -3.24 0.67 0.47
C13 -1.70 0.02 -1.43
O1 -2.50 0.15 -2.26
C14 3.23 -3.68 -0.86
H21 2.88 -4.41 -1.60
H22 3.87 -2.95 -1.36
H23 3.85 -4.21 -0.12
C15 -0.04 3.82 3.16
H24 0.34 3.86 4.19
H25 0.71 4.28 2.51
H26 -0.96 4.42 3.12
C16 -2.66 4.06 1.12
H27 -3.59 4.40 0.65
H28 -2.82 4.06 2.21
H29 -1.88 4.79 0.87
C17 0.87 -3.82 -3.19
H30 1.09 -4.70 -2.57
H31 0.25 -4.15 -4.04
H32 1.81 -3.43 -3.61
H33 -0.18 -1.95 -3.14
H34 -2.32 2.72 -0.52
H35 2.48 -2.35 0.65
H36 0.63 1.79 2.96
H37 2.08 0.45 1.01
H38 1.85 0.01 1.61
C18 -3.55 -2.51 0.91
N2 -2.70 -2.39 2.10
C19 -1.53 -1.77 2.15
N3 -0.86 -1.78 3.32
O2 -1.03 -1.14 1.14
H39 -3.44 -1.66 0.23
H40 -4.60 -2.55 1.25
H41 -3.34 -3.44 0.36
H42 -2.98 -2.89 2.94
H43 0.06 -1.37 3.36
H44 -1.22 -2.29 4.13

Question: Among the records above, which one has the highest charge?
Answer: C19H44AlN3O2P2